(1)
7
Properties=species:S:1:pos:R:3 method="wB97M-V/def2-TZVPD" homo_lumo_gap_ev=8.032 de_lowest_kcal_mol=33.2 homo_energy_ev=-8.66 smiles=Op1osso1 largest_force_ha_per_bohr=0.074 lumo_energy_ev=-0.633
O 0.21418 0.18130 2.79209
O 1.63124 -0.89083 1.02688
O -0.59502 0.18935 0.42426
P -0.00191 -0.82138 1.43260
S 1.63739 0.83471 3.39554
S 2.61346 0.58529 1.57489
H -0.22011 0.28012 -0.43185

(2)
7
Properties=species:S:1:pos:R:3 method="wB97M-V/def2-TZVPD" homo_lumo_gap_ev=8.872 de_lowest_kcal_mol=40.8 homo_energy_ev=-9.72 largest_force_ha_per_bohr=0.051 lumo_energy_ev=-0.845
O -2.02959 -0.54840 0.17861
O 0.26362 -0.01386 1.28250
O 2.03024 1.71622 -0.39357
P 2.08918 0.31021 -0.06130
S 0.48054 -0.77683 -1.40526
S -0.52548 -0.99816 0.53990
H -2.30851 0.31083 -0.14087

(3)
7
Properties=species:S:1:pos:R:3 method="wB97M-V/def2-TZVPD" homo_lumo_gap_ev=6.698 de_lowest_kcal_mol=33.3 homo_energy_ev=-9.57 largest_force_ha_per_bohr=0.043 lumo_energy_ev=-2.868
O -2.15774 0.30110 0.98412
O -1.63737 2.03228 -1.20339
O 0.09302 0.33199 -0.39549
P -0.78580 1.69723 -0.04148
S -3.61849 0.08183 0.74878
S -3.88967 -1.08780 -0.73064
H 0.21289 -0.42197 0.23680

(4)
4
Properties=species:S:1:pos:R:3 method="wB97M-V/def2-TZVPD" homo_lumo_gap_ev=7.374 de_lowest_kcal_mol=0.0 homo_energy_ev=-9.82 smiles=N#P(I)I largest_force_ha_per_bohr=0.023 lumo_energy_ev=-2.450
N 1.74183 0.74819 0.01548
P 0.35720 0.19672 0.01510
I -1.77053 1.31711 -0.01556
I -0.32849 -2.26202 -0.01502

(5)
4
Properties=species:S:1:pos:R:3 method="wB97M-V/def2-TZVPD" homo_lumo_gap_ev="6.786 / 7.208" de_lowest_kcal_mol=18.9 homo_energy_ev="-9.37 / -9.38" largest_force_ha_per_bohr=0.022 lumo_energy_ev="-2.587 / -2.170"
N -0.43434 0.33534 -0.10861
I 0.52053 1.28505 1.38289
I 0.24780 0.62727 -1.95299
I -0.33399 -2.24765 0.67871

(6)
5
Properties=species:S:1:pos:R:3 method="wB97M-V/def2-TZVPD" homo_lumo_gap_ev="6.422 / 6.442" de_lowest_kcal_mol=58.5 homo_energy_ev="-8.97 / -9.34" largest_force_ha_per_bohr=0.024 lumo_energy_ev="-2.548 / -2.894"
P -0.18811 -0.19563 0.19425
S -1.96599 0.40723 -1.93298
I 1.65866 -1.18938 -1.16498
I 0.46126 2.07755 0.44004
I 0.03417 -1.09976 2.46366